## one
170
Properties=species:S:1:pos:R:3 method="wB97M-V/def2-TZVPD" smiles=COCCNCCOC.COCCNCCOC.COCCNCCOC.CC(C)O.CC(C)O.CC(C)O.CC(C)O.OCCO.OCCO.OCCO.OCCO.OCCO homo_energy_ha=-0.332 gap_ha=0.342 multiplicity=1 e_lumo_ev=0.3
C 1.8169 -4.8569 -2.3279
O 0.7090 -4.9003 -1.4848
C -0.5219 -4.9950 -2.1683
C -1.5585 -5.3992 -1.1379
N -1.8367 -4.2856 -0.2370
C -2.5871 -4.7131 0.9454
C -3.1644 -3.5540 1.7319
O -3.4113 -3.9483 3.0572
C -3.5531 -2.8423 3.9081
H 1.9364 -5.7521 -2.9587
H 2.7316 -4.7672 -1.7492
H 1.7446 -4.0369 -3.0576
H -0.4978 -5.7817 -2.9383
H -0.7942 -4.0622 -2.6850
H -1.2276 -6.3197 -0.6416
H -2.4874 -5.6294 -1.6741
H -0.9389 -3.9417 0.1100
H -1.9201 -5.2415 1.6336
H -3.3699 -5.3987 0.6153
H -4.0453 -3.1315 1.2288
H -2.3920 -2.7663 1.7696
H -3.9328 -3.1730 4.8708
H -4.2279 -2.1096 3.4528
H -2.5834 -2.3622 4.0978
C -1.2840 3.5498 -1.0397
O -1.0945 2.3913 -0.2692
C -2.1078 1.3987 -0.4084
C -1.6890 0.2111 0.4483
N -0.3369 -0.3239 0.1979
C -0.2039 -1.0306 -1.0776
C 1.2198 -1.5277 -1.2431
O 2.0884 -0.4077 -1.0823
C 3.3383 -0.6312 -1.7054
H -0.8511 3.4673 -2.0418
H -0.8098 4.3756 -0.5096
H -2.3546 3.7685 -1.1392
H -2.1821 1.1611 -1.4764
H -3.0469 1.7504 0.0345
H -2.3998 -0.6100 0.3521
H -1.6396 0.5624 1.4840
H 0.3620 0.4149 0.1315
H -0.5032 -0.4601 -1.9680
H -0.8488 -1.9222 -1.1225
H 1.3317 -2.0807 -2.1834
H 1.4845 -2.2767 -0.4821
H 3.9674 0.2477 -1.5437
H 3.2069 -0.7061 -2.7931
H 3.8795 -1.5049 -1.3194
C 4.9995 0.1380 1.7817
O 4.9336 1.5037 1.4290
C 3.6060 1.9286 1.2382
C 3.6020 3.4249 1.3906
N 3.6114 3.7399 2.8278
C 3.4997 5.1961 3.0484
C 3.4626 5.5213 4.5217
O 2.1643 5.3011 4.9992
C 2.0093 5.5570 6.3838
H 4.3357 -0.0615 2.6303
H 6.0142 -0.0881 2.0847
H 4.6314 -0.4562 0.9394
H 2.9170 1.4676 1.9509
H 3.2684 1.6505 0.2306
H 2.6616 3.8413 1.0191
H 4.4375 3.8744 0.8483
H 4.5595 3.5172 3.1406
H 2.5727 5.4978 2.5590
H 4.3872 5.7277 2.6787
H 3.6790 6.5908 4.6352
H 4.1777 4.9146 5.0875
H 2.0593 6.6478 6.5337
H 2.7701 5.0925 7.0204
H 1.0249 5.2018 6.6783
C -5.9016 2.6767 -2.7875
C -5.9041 3.8058 -1.7766
C -7.2043 4.6051 -1.9024
O -5.8269 3.2207 -0.4608
H -6.6183 1.8803 -2.5944
H -4.9014 2.2281 -2.7990
H -6.0315 3.0261 -3.8137
H -5.0171 4.4375 -1.9213
H -7.3371 5.1033 -2.8575
H -7.3397 5.2869 -1.0567
H -8.0086 3.8724 -1.7697
H -5.8122 3.9344 0.1891
C -1.1694 1.3005 -4.6438
C -0.3699 0.0991 -5.0715
C 1.1414 0.2719 -4.8806
O -0.8064 -1.0838 -4.3884
H -2.1953 0.9494 -4.4699
H -1.2533 2.0293 -5.4487
H -0.8139 1.8003 -3.7442
H -0.5588 -0.0744 -6.1409
H 1.6713 -0.6839 -4.9492
H 1.2689 0.6361 -3.8539
H 1.6505 0.9613 -5.5522
H -0.2226 -1.7819 -4.7038
C 2.8312 -5.9599 3.1856
C 2.1594 -5.5502 1.8839
C 0.6541 -5.6887 1.9605
O 2.4987 -4.1934 1.6025
H 3.9136 -6.0442 3.0632
H 2.5294 -6.9765 3.4660
H 2.6098 -5.2584 3.9865
H 2.5593 -6.1602 1.0688
H 0.1856 -5.3115 1.0622
H 0.2755 -5.1609 2.8411
H 0.3188 -6.7222 2.0981
H 1.7415 -3.6102 1.8033
C 0.4879 -2.7284 4.5111
C 0.4347 -1.7528 3.3585
C 1.7717 -1.0156 3.2298
O 0.1838 -2.4575 2.0976
H 0.6210 -2.1482 5.4265
H 1.3296 -3.4119 4.3783
H -0.4153 -3.3332 4.6119
H -0.3705 -1.0088 3.4621
H 2.5834 -1.7113 3.0075
H 1.9971 -0.4024 4.1097
H 1.7499 -0.3131 2.3910
H -0.1563 -1.7404 1.5022
O 8.3020 -0.3321 -3.0518
C 6.9826 -0.8885 -2.9416
C 6.1155 -0.2427 -3.9811
O 5.6545 1.0542 -3.6298
H 8.9296 -0.9297 -2.6392
H 7.0172 -1.9746 -3.0822
H 6.6287 -0.7131 -1.9173
H 5.2416 -0.8721 -4.1543
H 6.6583 -0.2133 -4.9317
H 6.4448 1.5399 -3.3386
O 3.9222 3.1933 -3.4229
C 3.3818 3.2977 -2.1552
C 2.4540 4.4746 -2.0224
O 3.1829 5.6994 -2.0276
H 4.6016 2.4933 -3.4918
H 2.7734 2.4293 -1.8499
H 4.1454 3.4398 -1.3731
H 1.8758 4.3506 -1.1016
H 1.7552 4.5088 -2.8689
H 2.5337 6.3925 -1.8683
O -5.3038 0.6607 0.6024
C -6.6017 0.1278 0.3977
C -6.7062 -1.3719 0.6718
O -6.3427 -2.1996 -0.4183
H -5.2606 1.5481 0.2009
H -7.2761 0.5745 1.1523
H -6.9811 0.3221 -0.6128
H -7.7679 -1.5170 0.8906
H -6.1577 -1.6048 1.5962
H -5.3550 -2.2129 -0.4836
O 1.2727 2.5825 3.9303
C 0.5612 2.7323 2.6934
C -0.5417 3.7605 2.8581
O 0.0715 5.0403 3.0665
H 2.1927 2.8731 3.7832
H 1.2792 3.1212 1.9682
H 0.1485 1.7386 2.4924
H -1.1911 3.6010 3.7300
H -1.2327 3.8205 2.0184
H 0.6632 4.9732 3.8416
O -5.8561 -1.4286 -3.3361
C -4.5585 -0.9467 -3.0778
C -3.5662 -1.9950 -2.6588
O -3.7216 -2.3448 -1.2709
H -6.1719 -1.8059 -2.4917
H -4.2027 -0.6452 -4.0701
H -4.5969 -0.0503 -2.4602
H -2.5438 -1.6094 -2.7660
H -3.5644 -2.8672 -3.3219
H -3.0223 -3.0029 -1.0485


## two
170
Properties=species:S:1:pos:R:3 method="wB97M-V/def2-TZVPD" smiles=COCCNCCOC.COCCNCCOC.COCCNCCOC.CC(C)O.CC(C)O.CC(C)O.CC(C)O.OCCO.OCCO.OCCO.OCCO.OCCO homo_energy_ha=-0.334 gap_ha=0.339 multiplicity=1 e_lumo_ev=0.1
C 6.4960 -1.4665 -2.5179
O 5.8387 -0.8531 -1.4096
C 5.5298 -1.7810 -0.3015
C 5.6594 -1.1974 1.0915
N 4.4559 -0.3028 1.1898
C 4.4627 0.4751 2.4839
C 5.6896 1.4685 2.6626
O 5.5148 2.4668 1.6357
C 6.4509 3.5298 1.4679
H 7.0495 -0.6789 -3.0291
H 5.8895 -2.0259 -3.2302
H 7.1725 -2.2410 -2.1566
H 6.3645 -2.4818 -0.2826
H 4.5842 -2.2597 -0.5562
H 6.6093 -0.6629 1.1023
H 5.6252 -1.9541 1.8753
H 4.5392 0.3207 0.3996
H 4.1907 -0.1082 3.3636
H 3.5004 0.9795 2.3962
H 6.6800 1.0192 2.5897
H 5.6696 1.9138 3.6573
H 5.9920 3.9743 0.5848
H 7.4646 3.1932 1.2508
H 6.5224 4.1423 2.3667
C -5.1297 2.5869 -0.3828
O -5.6419 3.9351 -0.5109
C -5.2856 4.9024 0.4734
C -5.7354 6.2737 0.1390
N -5.2662 7.2854 1.1631
C -5.3155 8.6233 0.6358
C -4.4107 9.6760 1.2415
O -3.0541 9.2130 1.0728
C -1.9854 10.0403 1.3409
H -4.0451 2.6284 -0.2826
H -5.4493 1.9575 -1.2134
H -5.2984 2.0159 0.5302
H -4.1970 4.8999 0.4190
H -5.6726 4.4603 1.3915
H -6.8214 6.1812 0.1328
H -5.3330 6.4235 -0.8629
H -4.2730 7.1047 1.1313
H -6.3636 8.8936 0.7643
H -5.2224 8.5915 -0.4498
H -4.8299 9.9085 2.2204
H -4.4716 10.6233 0.7058
H -1.8952 10.1538 2.4212
H -2.1445 10.9628 0.7825
H -1.1485 9.5127 0.8836
C 4.0158 -5.2105 4.3429
O 3.8742 -4.8938 5.7392
C 2.5977 -4.5717 6.2264
C 2.1720 -3.1166 5.8775
N 0.8918 -2.5996 6.3976
C 1.0351 -2.3229 7.8108
C 1.7797 -1.0101 8.2587
O 1.7501 -0.9024 9.7562
C 2.9907 -1.5404 10.1983
H 5.0680 -5.4314 4.1635
H 3.6390 -4.3618 3.7721
H 3.2608 -5.9427 4.0565
H 2.4092 -4.7145 7.2905
H 1.9519 -5.2064 5.6196
H 2.0588 -3.1694 4.7947
H 2.9390 -2.3643 6.0617
H 0.8960 -1.7728 5.8177
H 1.3616 -3.2561 8.2697
H 0.0052 -2.3432 8.1671
H 1.2906 -0.1213 7.8600
H 2.7415 -0.9406 7.7505
H 2.8978 -1.8740 11.2318
H 3.8684 -0.9033 10.3072
H 3.1590 -2.4918 9.6937
C 1.4101 -8.7814 -1.4222
C 1.6819 -7.7981 -2.5338
C 0.7420 -7.9739 -3.6079
O 1.4194 -6.5312 -1.9890
H 0.3709 -8.8392 -1.0985
H 2.0666 -8.5089 -0.5958
H 1.7817 -9.7572 -1.7350
H 2.7094 -7.8285 -2.8962
H 1.0495 -8.6695 -4.3887
H 0.7592 -7.0862 -4.2403
H -0.2945 -8.1463 -3.3180
H 0.8094 -6.4678 -1.2504
C -5.5986 -2.8735 -4.8930
C -5.4049 -4.2107 -4.2392
C -4.7923 -5.2127 -5.2154
O -4.3648 -4.0372 -3.4096
H -5.7303 -2.1233 -4.1133
H -6.3481 -2.8162 -5.6823
H -4.6480 -2.5418 -5.3108
H -6.2430 -4.6441 -3.6935
H -4.5504 -6.1940 -4.8072
H -3.8926 -4.7378 -5.6065
H -5.4873 -5.5250 -5.9949
H -4.1620 -4.9035 -3.0493
C 1.1766 5.8714 1.3974
C 0.9595 5.4862 -0.0372
C 0.5802 3.9742 -0.2921
O -0.0792 6.3346 -0.5155
H 0.2633 5.8059 1.9887
H 1.6158 6.8657 1.4778
H 2.0254 5.2879 1.7539
H 1.8360 5.8604 -0.5661
H 0.3650 3.8497 -1.3534
H -0.3340 3.7730 0.2663
H 1.4317 3.3909 0.0585
H 0.2175 7.2332 -0.3542
C -3.8148 0.9963 5.8326
C -3.3094 1.9539 4.7071
C -2.0976 2.8686 5.0472
O -3.0199 1.3283 3.5928
H -4.1577 1.5602 6.7001
H -2.9699 0.3696 6.1180
H -4.6226 0.3518 5.4857
H -4.0375 2.6780 4.3418
H -2.2221 3.4727 5.9459
H -1.9865 3.7642 4.4360
H -1.2176 2.2458 5.2076
H -2.7336 0.4350 3.7970
O -1.3162 1.7497 -6.1836
C -2.6734 1.7787 -5.6741
C -3.6348 1.7748 -6.8708
O -3.6192 2.9526 -7.6832
H -0.7717 1.6675 -5.3973
H -2.8863 0.8800 -5.0952
H -2.8684 2.5899 -4.9727
H -4.6801 1.5718 -6.6379
H -3.3906 0.9314 -7.5167
H -2.7046 3.2129 -7.8152
O 0.3538 -1.1022 -9.0900
C 0.9520 -2.0462 -8.2606
C -0.2347 -2.9670 -7.6343
O -0.4102 -4.0376 -8.4071
H -0.1209 -0.4554 -8.5629
H 1.7363 -2.5047 -8.8629
H 1.5379 -1.6470 -7.4327
H -1.1902 -2.4784 -7.4436
H -0.0168 -3.2967 -6.6185
H -0.0641 -3.7601 -9.2585
O -2.9345 -5.4289 1.0469
C -3.7876 -4.4204 1.5629
C -3.5651 -3.9497 3.0260
O -2.5355 -3.0224 3.1456
H -2.7709 -5.9539 1.8338
H -3.8775 -3.5914 0.8608
H -4.7454 -4.9383 1.6130
H -3.4240 -4.8228 3.6632
H -4.4125 -3.5022 3.5453
H -1.7406 -3.4152 2.7776
O 4.7777 4.2950 -4.3711
C 4.5672 3.4056 -5.4322
C 4.5132 1.9325 -4.9330
O 3.2469 1.7108 -4.1600
H 4.0082 4.2663 -3.7978
H 3.6352 3.7480 -5.8819
H 5.3307 3.5419 -6.1981
H 5.3107 1.6103 -4.2634
H 4.6238 1.0757 -5.5976
H 3.1390 0.8446 -3.7606
O 0.6663 -2.2175 0.7000
C -0.0290 -1.3612 -0.2049
C -0.2280 -2.1121 -1.5761
O 0.8957 -2.0089 -2.4208
H 1.6110 -2.0503 0.6658
H -0.9156 -1.0683 0.3575
H 0.4926 -0.4358 -0.4491
H -1.1473 -1.7504 -2.0366
H -0.5348 -3.1228 -1.3069
H 1.0648 -2.8831 -2.7796


Of the structures shown above, two is the least stable.